[1]
A structure of composition C22H24ClGdO3 in a non-equilibrium geometry. Source: the OMol25 dataset; level of theory: the ωB97M-V functional and the def2-TZVPD basis.

Calculated values
- expectation value of S² = 16.1069
- F_max (Eh/bohr) = 0.05472
- lowest unoccupied orbital energy (spin up / spin down) (eV) = 4.47 / 4.44
- spin multiplicity = 8
- HOMO level (spin up / spin down) (eV) = 2.448 / -1.781
- total charge = -2

Last column: Mulliken charge in e.
Positions of all 51 atoms, in Å:
1 Gd 0.0677 0.1421 -0.1519  0.86
2 C 2.3050 0.6326 1.1173  -0.44
3 C 2.7780 -0.2100 0.0603  -0.78
4 C 2.5481 0.4686 -1.1790  -0.49
5 H 3.2761 -1.1752 0.1790  0.37
6 C 1.9439 1.7363 -0.8912  -0.45
7 C 1.8133 1.8393 0.5331  -0.55
8 H 1.4252 2.7024 1.0821  0.57
9 H 2.3264 0.3962 2.1809  0.55
10 H 2.8053 0.0960 -2.1726  0.52
11 H 1.6854 2.5023 -1.6322  0.45
12 C -2.4260 0.5877 0.6500  -0.62
13 C -1.5925 1.6893 1.0267  -0.39
14 C -1.1745 2.3562 -0.1740  -1.17
15 H -1.3313 1.9783 2.0444  0.72
16 C -1.7677 1.6796 -1.2849  -0.41
17 C -2.5330 0.5802 -0.7775  -0.44
18 H -3.0954 -0.1339 -1.3814  0.35
19 H -2.9157 -0.1109 1.3274  0.42
20 H -0.5397 3.2413 -0.2414  0.64
21 H -1.6869 1.9731 -2.3338  0.59
22 O 0.1124 -1.3016 -1.6731  -0.53
23 C -0.1593 -0.2663 -4.5100  0.49
24 C 0.4716 -1.5994 -4.2824  -0.86
25 C 0.6920 1.0435 -4.3574  -0.53
26 C -1.7314 -0.2366 -4.4909  -0.95
27 C 0.5235 -2.0632 -2.7277  -0.68
28 H 1.5000 -1.6234 -4.6789  0.33
29 H -0.0540 -2.3995 -4.8430  0.37
30 H -0.0488 -3.0334 -2.6426  0.35
31 H 1.5603 -2.4582 -2.5103  0.22
32 H 0.8451 1.5420 -5.3647  0.38
33 H 1.6612 0.7757 -3.8666  0.04
34 H 0.2116 1.7514 -3.6284  -0.06
35 H -2.1149 -0.4041 -5.5317  0.34
36 H -2.1354 0.7040 -4.0431  0.24
37 H -2.0723 -1.0585 -3.8044  0.18
38 Cl -0.2753 0.7112 7.8561  -0.40
39 C -0.2600 -0.0439 6.3228  0.41
40 C -0.4904 -1.4281 6.2118  -0.54
41 C -0.4609 -2.0305 4.9606  -0.72
42 C -0.2192 -1.2905 3.8105  -0.14
43 C 0.0178 0.1045 3.9327  0.54
44 C -0.0051 0.7326 5.1745  -1.16
45 C -0.2047 -2.0164 2.4962  -0.10
46 O -0.2798 -3.2354 2.4695  -0.81
47 O -0.1063 -1.2212 1.4632  -0.33
48 H -0.6856 -2.0192 7.1144  0.34
49 H -0.6151 -3.1069 4.8543  0.35
50 H 0.2379 0.7099 3.0445  0.52
51 H 0.1733 1.7901 5.2631  0.40


[2]
A cluster of 2 separate species, C4H10S in total in a non-equilibrium geometry. Source: the OMol25 dataset; level of theory: the ωB97M-V functional and the def2-TZVPD basis.

Calculated values
- F_max (Eh/bohr) = 0.02915
- structure (SMILES) = C=C.CSC
- lowest unoccupied orbital energy (eV) = 1.06
- HOMO level (eV) = -8.455
- total charge = 0

Last column: Mulliken charge in e.
Positions of all 15 atoms, in Å:
1 C 3.3031 -0.4638 -0.0300  -0.34
2 C 3.0411 0.7190 0.5265  -0.71
3 H 3.4316 -0.5677 -1.0965  0.26
4 H 3.2595 -1.3367 0.6083  0.23
5 H 2.8558 1.6446 0.0004  0.30
6 H 3.1294 0.7894 1.6056  0.26
7 C -2.1719 -0.3314 -1.4088  -0.82
8 S -1.8313 -0.3188 0.3647  -0.10
9 C -0.2814 0.6742 0.3763  -0.74
10 H -1.2374 -0.2400 -1.9692  0.24
11 H -2.4068 -1.3399 -1.7814  0.32
12 H -2.8985 0.3863 -1.7780  0.28
13 H -0.5731 1.6728 0.6928  0.31
14 H 0.1097 0.6496 -0.6319  0.23
15 H 0.4646 0.2101 1.0097  0.29


[3]
A cluster of 4 separate species, C4H14NO3 in total in a non-equilibrium geometry. Source: the OMol25 dataset; level of theory: the ωB97M-V functional and the def2-TZVPD basis.

Calculated values
- F_max (Eh/bohr) = 0.11112
- lowest unoccupied orbital energy (eV) = -8.51
- HOMO level (eV) = -13.439
- total charge = +1

Last column: Mulliken charge in e.
Positions of all 22 atoms, in Å:
1 C 3.0582 0.7121 0.0114  -1.22
2 C 1.5664 0.8236 -0.1592  0.23
3 C 0.3880 0.8997 0.8185  -0.47
4 C 0.7404 -0.4865 0.3189  0.18
5 O 0.2480 -1.0062 -0.7327  -0.41
6 N -1.9433 1.3205 -1.6094  -0.62
7 H 3.5534 1.5047 -0.5222  0.42
8 H 3.4191 0.8214 1.0869  0.33
9 H 3.4140 -0.2495 -0.4401  0.35
10 H 1.2725 1.3986 -1.0330  0.35
11 H -0.5042 1.4344 0.4868  0.36
12 H 0.6430 1.0044 1.8843  0.28
13 H 1.1131 -1.1016 1.1412  0.48
14 H -2.5871 0.5458 -1.4758  0.22
15 H -2.2129 2.0184 -2.2911  0.23
16 H -1.0580 0.9540 -1.9369  0.19
17 H -2.1943 -1.4986 1.1021  0.38
18 H -3.1784 -0.6475 1.8700  0.31
19 O -2.2509 -0.6438 1.6010  -0.63
20 H -0.6784 -1.9299 -0.1198  0.41
21 H -1.5676 -3.2366 -0.3426  0.33
22 O -1.2410 -2.6372 0.3415  -0.70


[4]
A structure of composition C5H13N3 in a non-equilibrium geometry. Source: the OMol25 dataset; level of theory: the ωB97M-V functional and the def2-TZVPD basis.

Calculated values
- F_max (Eh/bohr) = 0.06152
- lowest unoccupied orbital energy (eV) = 1.03
- HOMO level (eV) = -7.678
- total charge = 0

Last column: Mulliken charge in e.
Positions of all 21 atoms, in Å:
1 C -0.9554 -0.6134 1.0243  -0.32
2 C -1.2350 -1.8239 0.1585  -1.13
3 C -0.7710 1.2117 -0.3443  -0.34
4 N -1.6196 1.0010 -1.3079  -0.79
5 H -1.1579 0.6522 -2.1500  0.29
6 H -1.0545 1.8484 0.5124  0.49
7 H -1.8622 -0.0402 1.2240  0.37
8 H -0.7174 -0.9347 2.0424  0.44
9 H -0.3219 -2.3712 -0.0891  0.30
10 H -1.7505 -1.5489 -0.7640  0.26
11 H -1.8970 -2.5222 0.6837  0.39
12 C 1.3087 0.4005 -1.6309  -1.79
13 N 1.4100 0.3663 1.8414  -0.61
14 C 0.7303 0.9100 -0.3180  0.41
15 N 0.8410 -0.1366 0.6946  0.00
16 H 1.8712 1.2765 1.7992  0.20
17 H 1.5795 -0.3378 2.5546  0.20
18 H 1.2447 1.8412 -0.0390  0.51
19 H 0.8866 -0.5727 -1.8909  0.33
20 H 2.3946 0.3021 -1.5557  0.37
21 H 1.0760 1.0918 -2.4451  0.41


The highest total charge belongs to which entry?
C4H14NO3


Look up the F_max of the fourth one.
0.06152 Eh/bohr


Number 4 is which compound?
C5H13N3